# 1
Here is a molecular structure, C7H21NO3P2V in a non-equilibrium geometry from OMol25. Energies are from wB97M-V/def2-TZVPD.

XYZ file:
```
35
Properties=species:S:1:pos:R:3:mulliken_charge:R:1
V 0.68246 -0.00741 0.74698 -0.05
H -4.27700 -0.55850 0.39374 0.12
H -4.07273 0.17486 0.42461 -0.11
P 0.11380 -2.04155 -0.27816 1.18
P 0.02555 2.07158 -0.45585 0.93
C 1.65168 2.84145 -0.21305 -1.15
H 1.56090 3.93537 -0.08878 0.38
H 2.09847 2.43846 0.70840 0.35
H 2.31318 2.62401 -1.05366 0.33
C -0.42893 2.27062 -2.22291 -1.08
H -1.41194 1.78576 -2.35487 0.35
H -0.51519 3.34985 -2.55926 0.37
H 0.36451 1.78321 -2.80782 0.36
C -1.34281 2.85582 0.48460 -1.12
H -1.07452 2.78247 1.53880 0.34
H -1.51482 3.92433 0.21523 0.40
H -2.25213 2.28558 0.27107 0.29
C -0.14647 -2.21899 -2.06058 -1.11
H -0.20544 -3.23101 -2.43987 0.40
H -1.06745 -1.68708 -2.34529 0.34
H 0.68974 -1.70737 -2.56223 0.33
C 1.51545 -3.12339 0.19163 -1.27
H 1.77934 -2.91445 1.24054 0.35
H 1.32930 -4.19607 0.08938 0.40
H 2.39387 -2.85048 -0.40760 0.34
C -1.37906 -2.77310 0.49486 -1.15
H -2.26476 -2.21349 0.15416 0.24
H -1.52315 -3.84068 0.27790 0.42
H -1.30403 -2.63263 1.58435 0.36
C 2.38988 0.19247 1.85637 0.38
O 3.29592 0.26807 2.55718 -0.30
H -0.18996 0.19672 -0.61870 -0.09
O 1.04622 -0.98449 2.85935 -0.41
N 0.83015 0.07672 3.55016 0.29
O 0.88998 1.12334 2.82930 -0.40
```

multiplicity: 3
orbital gap (spin up / spin down): 8.589 / 7.961 eV
charge: +1
energy relative to the best compared isomer or geometry (same formula, charge and spin): 0.0 kcal/mol
expectation value of S²: 2.051
strongest force on any atom: 0.1026 Eh/bohr

---

# 2
Here is 5 unconnected molecules or ions with the total composition C7H22FO7 in a non-equilibrium geometry from OMol25. Energies are from wB97M-V/def2-TZVPD.

XYZ file:
```
37
Properties=species:S:1:pos:R:3:mulliken_charge:R:1
F 13.78871 -27.01466 -0.72869 -0.98
C 17.18930 -23.68194 2.61403 -0.55
O 16.48658 -23.23165 1.53498 -0.50
H 16.73489 -24.56628 3.06076 0.21
H 18.17611 -23.98434 2.26351 0.24
H 17.18747 -23.10612 3.53953 0.25
H 16.13038 -24.00044 1.08367 0.35
C 8.19583 -26.33491 0.32647 -0.41
C 8.58427 -24.91104 0.33218 -0.37
O 9.38613 -24.66590 -0.76394 -0.55
O 9.11794 -27.24758 0.76903 -0.52
H 7.90753 -26.66353 -0.67203 0.28
H 7.28159 -26.36984 0.91897 0.31
H 9.09674 -24.72831 1.27668 0.25
H 7.72327 -24.24264 0.32498 0.33
H 10.22168 -25.13820 -0.74394 0.34
H 9.92619 -27.21907 0.25181 0.33
C 13.08079 -29.62135 -6.04519 -0.41
C 13.69853 -28.23640 -6.57205 -0.32
O 14.65595 -27.76862 -5.62358 -0.52
O 12.37532 -29.53153 -4.82628 -0.49
H 13.92735 -30.28137 -5.85593 0.27
H 12.42705 -30.10553 -6.77065 0.32
H 12.92122 -27.47269 -6.59735 0.26
H 14.21166 -28.42290 -7.51545 0.29
H 14.32007 -27.77141 -4.72426 0.30
H 12.94339 -29.02714 -4.23937 0.29
C 15.56159 -30.62377 3.42519 -0.28
C 16.66717 -30.83619 2.35648 -0.52
O 16.20353 -30.85378 1.02395 -0.50
O 14.91475 -29.34305 3.39340 -0.50
H 15.94167 -30.83077 4.42558 0.31
H 14.86549 -31.44743 3.26662 0.23
H 17.19365 -31.78301 2.47667 0.31
H 17.41986 -30.04951 2.40830 0.29
H 15.68510 -30.05477 0.90395 0.32
H 14.82515 -29.02340 2.49262 0.33
```

orbital gap: 7.220 eV
charge: -1
energy relative to the best compared isomer or geometry (same formula, charge and spin): 97.9 kcal/mol
strongest force on any atom: 0.0526 Eh/bohr

---

# 3
Here is 3 unconnected molecules or ions with the total composition C7H22O9P2 in a non-equilibrium geometry from OMol25. Energies are from wB97M-V/def2-TZVPD.

XYZ file:
```
40
Properties=species:S:1:pos:R:3:mulliken_charge:R:1
C 2.73464 1.21537 -4.18037 -0.59
O 3.59028 1.03685 -3.16170 -0.25
P 3.08781 0.42052 -1.76014 0.77
O 1.75840 -0.29892 -1.63363 -0.59
O 4.36625 -0.57263 -1.32373 -0.36
C 5.68260 -0.48310 -1.98567 -0.61
O 3.11820 1.58669 -0.59236 -0.30
C 3.43390 1.41381 0.82212 -0.67
H 1.68921 1.11258 -3.88950 0.21
H 2.92387 0.62531 -5.07710 0.27
H 2.84632 2.24963 -4.50585 0.27
H 5.93617 0.52800 -1.66713 0.35
H 5.71560 -0.90868 -2.98862 0.24
H 6.36753 -1.19178 -1.52010 0.25
H 4.39640 0.96769 1.07244 0.28
H 2.74604 0.90028 1.49386 0.27
H 3.53212 2.38471 1.30771 0.33
C -4.16542 1.89750 3.32077 -0.68
O -3.52233 0.90170 2.54765 -0.25
P -3.47021 -0.62919 3.11281 0.81
O -4.04813 -0.93159 4.43788 -0.67
O -1.89366 -0.73396 3.24380 -0.36
C -1.02357 -1.09033 2.11660 -0.57
O -3.75770 -1.51852 1.84961 -0.13
C -4.97575 -2.13265 1.54037 -0.77
H -5.16567 1.54539 3.57303 0.30
H -4.35746 2.80559 2.74929 0.24
H -3.63167 2.10692 4.24777 0.30
H -0.24903 -1.76166 2.48738 0.30
H -0.71188 -0.09361 1.80435 0.23
H -1.49547 -1.51093 1.22861 0.32
H -4.86541 -3.01051 0.90374 0.26
H -5.70498 -1.41892 1.15711 0.31
H -5.49203 -2.47689 2.43650 0.34
C -1.11572 -0.34649 -2.39642 -0.61
O -0.83948 -1.27814 -1.43767 -0.52
H -0.55766 -0.53756 -3.31301 0.23
H -2.14493 -0.23488 -2.73756 0.33
H -0.83542 0.63877 -2.02388 0.21
H 0.09824 -1.17636 -1.25897 0.52
```

orbital gap: 10.098 eV
charge: 0
energy relative to the best compared isomer or geometry (same formula, charge and spin): 50.7 kcal/mol
strongest force on any atom: 0.0886 Eh/bohr

---

# 4
Here is a molecular structure, C7H23HgO7 in a non-equilibrium geometry from OMol25. Energies are from wB97M-V/def2-TZVPD.

XYZ file:
```
38
Properties=species:S:1:pos:R:3:mulliken_charge:R:1
Hg -0.38721 -0.04860 0.26284 0.74
C -6.73877 -0.80604 2.94370 -0.81
C -5.39738 -0.67262 2.24097 0.77
O -4.91628 0.45395 1.96480 -0.30
O -4.67112 -1.69178 2.11954 -0.32
H -6.50251 -1.28480 3.89400 0.30
H -7.40389 -1.45496 2.37395 0.30
H -7.19198 0.14640 3.21863 0.32
C -1.24279 0.31609 -5.39686 -0.55
O -1.81156 -0.04618 -4.13529 -0.50
H -0.54313 -0.42136 -5.79022 0.26
H -2.00483 0.45766 -6.16325 0.26
H -0.62045 1.20923 -5.34131 0.22
H -2.61056 -0.54492 -4.32091 0.31
C 1.83783 -4.89876 1.24275 -0.51
O 1.21358 -4.20170 0.18190 -0.52
H 2.13230 -4.32645 2.12244 0.22
H 1.09007 -5.58867 1.63389 0.25
H 2.69469 -5.49168 0.92286 0.24
H 1.14044 -4.71061 -0.62881 0.31
C -0.73932 5.31747 -1.24797 -0.50
O -0.11288 4.48589 -0.34719 -0.49
H -1.28705 6.10810 -0.73514 0.24
H 0.03751 5.77722 -1.85894 0.24
H -1.41192 4.75809 -1.89819 0.20
H 0.26478 5.08540 0.30054 0.31
C 3.30290 0.79526 4.28768 -0.48
O 1.92869 0.68029 4.05257 -0.50
H 3.52326 1.27062 5.24349 0.27
H 3.67577 -0.22032 4.15485 0.20
H 3.75925 1.41377 3.51484 0.20
H 1.45121 0.76886 4.88069 0.31
C 4.75468 -0.76165 -2.23118 -0.55
O 3.69843 0.14507 -2.11062 -0.48
H 5.55513 -0.37459 -2.86172 0.30
H 5.19856 -1.03375 -1.27355 0.22
H 4.29656 -1.58918 -2.77284 0.20
H 4.03799 0.97925 -2.44295 0.32
```

orbital gap: 2.427 eV
charge: +1
energy relative to the best compared isomer or geometry (same formula, charge and spin): 190.4 kcal/mol
strongest force on any atom: 0.0646 Eh/bohr

---

# 5
Here is 6 unconnected molecules or ions with the total composition C7H23NO5 in a non-equilibrium geometry from OMol25. Energies are from wB97M-V/def2-TZVPD.

XYZ file:
```
36
Properties=species:S:1:pos:R:3:mulliken_charge:R:1
C 3.59735 -0.32075 -1.72300 -0.58
C 2.93019 -1.15719 -2.54441 -0.40
C 1.57569 -1.67840 -1.94166 0.41
C 1.30766 -2.81979 -1.21532 -0.98
C 0.39173 -1.05639 -2.56264 -1.34
C -0.18048 0.04391 -1.72990 -0.36
C -0.98627 -0.54032 -0.45288 -0.16
N -1.53388 0.62046 0.21598 -0.48
H 3.13952 0.06050 -0.75034 0.24
H 4.59804 0.06570 -2.22398 0.21
H 3.23342 -1.33578 -3.51498 0.42
H 0.32312 -3.31447 -1.00026 0.28
H 2.12428 -3.35592 -0.77560 0.33
H -0.34356 -1.67384 -2.95170 0.63
H 0.59524 -0.62913 -3.53131 0.46
H -0.91713 0.57397 -2.29325 0.27
H 0.58442 0.73145 -1.46718 0.42
H -1.84909 -1.26503 -0.39059 0.25
H -0.20017 -1.04587 0.13613 0.22
H -1.06369 1.41707 -0.12054 0.22
H -1.63262 0.63194 1.20481 0.10
O -2.66682 -1.72565 2.47895 -0.58
H -3.54513 -1.40208 2.55794 0.32
H -2.16865 -1.03893 2.78351 0.34
O -1.32883 2.80335 4.05283 -0.59
H -2.09507 2.61285 3.56127 0.28
H -0.79836 3.38220 3.51868 0.30
O -2.21859 2.13254 -3.03892 -0.60
H -2.54244 1.99231 -2.26283 0.25
H -2.88084 2.59259 -3.62776 0.31
O -0.53115 -0.25295 3.46238 -0.66
H -0.58940 -0.04288 2.47379 0.20
H 0.07040 -0.92691 3.56211 0.28
O 1.69143 2.23390 3.21179 -0.57
H 2.46398 2.32830 3.74989 0.29
H 1.44570 1.35925 3.14900 0.28
```

orbital gap: 9.399 eV
charge: 0
energy relative to the best compared isomer or geometry (same formula, charge and spin): 108.2 kcal/mol
strongest force on any atom: 0.1840 Eh/bohr

---

# 6
Here is a molecular structure, C7H23NPPt in a non-equilibrium geometry from OMol25. Energies are from wB97M-V/def2-TZVPD.

XYZ file:
```
33
Properties=species:S:1:pos:R:3:mulliken_charge:R:1
C 2.06192 -0.85233 -2.24999 -0.95
Pt 0.51494 0.27452 -2.06328 0.65
N -1.42885 1.29195 -2.14762 -0.77
H 0.30989 0.53819 -3.68193 -0.05
H -2.26231 0.74766 -1.88582 0.22
H 1.96663 1.03580 -2.43540 -0.06
H 2.44933 -1.03477 -3.29247 0.42
H 1.43754 -1.69478 -1.91637 0.24
H 2.97914 -0.78840 -1.60507 0.36
H -1.46167 2.14846 -1.55623 0.31
H -1.57943 1.60504 -3.09163 0.45
C 1.18782 2.33456 1.35903 -1.21
C 1.35717 0.81997 1.26703 -0.45
P 0.13405 -0.02994 0.21262 -0.19
C 0.28038 -1.81117 0.58869 -0.35
C 0.08293 -2.21901 2.04500 -1.30
C -1.48525 0.45261 0.94209 -0.56
C -2.66838 -0.45025 0.58306 -1.54
H 1.58260 2.84506 0.47199 0.33
H 1.76162 2.69574 2.22741 0.40
H 0.14253 2.64639 1.50485 0.27
H 2.33863 0.57353 0.84238 0.39
H 1.31417 0.37481 2.27224 0.38
H -0.43070 -2.34016 -0.06618 0.45
H 1.29069 -2.09940 0.25852 0.53
H -0.93289 -2.04243 2.41673 0.27
H 0.27961 -3.29538 2.13217 0.40
H 0.79213 -1.70628 2.70405 0.33
H -1.37505 0.50401 2.04103 0.57
H -1.67389 1.49151 0.61881 0.48
H -2.73787 -1.32006 1.24766 0.31
H -3.59766 0.12151 0.70749 0.35
H -2.62978 -0.81696 -0.45086 0.37
```

multiplicity: 5
orbital gap (spin up / spin down): 6.409 / 7.478 eV
charge: +1
expectation value of S²: 6.009
strongest force on any atom: 0.1010 Eh/bohr

---

Question: What is the formula in the third record?
Answer: C7H22O9P2

---

Question: Which of these has the highest strongest force on any atom?
Answer: C7H23NO5

---

Question: strongest force on any atom of number 5 (C7H23NO5)?
Answer: 0.1840 Eh/bohr

---

Question: What is the formula in the fifth record?
Answer: C7H23NO5